P) Below is a 2-piece molecular cluster, C5H11N2 overall, with properties calculated with ωB97M-V/def2-TZVPD.

```
! wB97M-V def2-TZVPD RIJCOSX def2/J DEFGRID3
* xyz 1 1
C -2.4380 -1.0504 -0.3911
C 1.8869 -1.6251 0.3007
C -1.7820 -0.7295 0.6850
C 0.2808 0.8217 -1.2990
C 0.6389 0.4946 0.0530
N 1.5829 -0.3940 0.4031
N 0.5819 1.6202 1.0228
H -3.3181 -1.6444 -0.2996
H -2.2421 -0.4749 -1.2935
H 2.9109 -1.9905 0.4754
H 1.1369 -2.2649 -0.1634
H -1.6258 -1.1681 1.6946
H -0.1416 0.0251 -1.9861
H -0.5234 1.6176 -1.3762
H 1.1603 1.1609 -1.8622
H 1.0476 1.2848 1.8822
H 1.1211 2.4550 0.6792
H -0.2770 1.8619 1.4750
*
```

Computed properties:
HOMO-LUMO gap (spin up / spin down)   7.97 / 7.87 eV
Highest occupied orbital energy (spin up / spin down)   -11.89 / -12.37 eV

***

Q) Below is a 2-piece molecular cluster, C5H11N2 overall, with properties calculated with ωB97M-V/def2-TZVPD.

```
! wB97M-V def2-TZVPD RIJCOSX def2/J DEFGRID3
* xyz 1 1
C 1.0733 -0.0668 1.7442
C -0.7944 2.5147 0.3030
C 0.8490 -1.8830 -0.6610
C -0.8677 -0.4283 -1.6967
C -0.3522 -1.3600 -0.6419
N 0.7143 1.3836 1.7355
N -0.1476 1.8299 1.0636
H 1.7687 -0.1238 2.4871
H 0.2572 -0.6413 2.0896
H -1.8684 2.9301 0.4895
H -0.3312 2.7604 -0.7604
H 1.0718 -2.5607 0.1899
H 1.3937 -1.8038 -1.6083
H 1.1939 -0.3800 0.6846
H -1.9126 -0.6415 -1.8732
H -0.3185 -0.5412 -2.6572
H -0.8794 0.5823 -1.2661
H -0.8498 -1.5705 0.3778
*
```

Computed properties:
HOMO-LUMO gap   7.82 eV
Highest occupied orbital energy   -13.59 eV

***

Out of the structures above, which one is the most stable? Solution: Q).